(1)
Computed, not measured: C18H26BCl6F4KN2O9PS as an isolated structure, with the ωB97M-V functional and the def2-TZVPD basis.

```
69
C18H26BCl6F4KN2O9PS (the ωB97M-V functional and the def2-TZVPD basis)
N 2.570 1.059 -2.440
P 1.335 1.016 -1.510
C 0.232 2.457 -1.959
C 1.035 3.720 -2.311
Cl 1.643 3.746 -3.951
N -0.012 4.856 -2.208
B 0.406 6.085 -1.322
O -0.281 7.198 -1.640
O 1.435 5.912 -0.477
C -1.352 4.250 -1.739
C -2.268 4.016 -2.947
C -3.781 4.150 -2.680
C -4.463 2.792 -2.508
O -5.780 2.873 -1.929
C -0.755 3.072 -0.973
S -1.876 2.072 -0.044
O -1.134 1.534 1.026
O -3.061 2.837 0.154
F -2.212 0.937 -1.051
H 3.476 1.074 -1.990
H 0.466 -0.070 -1.710
H 1.570 1.062 -0.121
H -0.235 2.140 -2.896
H 1.838 3.897 -1.599
H -0.093 5.221 -3.161
H -0.712 7.694 -0.937
H 1.343 5.889 0.480
H -1.817 4.968 -1.061
H -2.089 3.039 -3.405
H -1.999 4.757 -3.702
H -3.977 4.815 -1.832
H -4.212 4.636 -3.562
H -4.544 2.262 -3.455
H -3.861 2.179 -1.839
H -5.623 3.226 -1.042
H -0.150 3.486 -0.156
C 1.901 -3.541 1.796
C 2.655 -2.480 2.095
C 2.063 -1.134 2.199
O 2.721 -0.135 2.435
C 0.600 -1.003 1.979
C -0.154 -2.051 1.668
C 0.443 -3.412 1.548
O -0.255 -4.353 1.248
H 2.320 -4.536 1.728
H 3.719 -2.573 2.282
H 0.192 -0.008 2.073
H -1.221 -1.981 1.490
C -6.791 -0.481 -4.270
Cl -8.147 -1.220 -3.445
Cl -7.237 1.219 -4.692
Cl -5.380 -0.467 -3.208
Cl -6.419 -1.328 -5.752
C 4.228 -8.643 3.963
C 3.875 -7.528 4.915
O 4.840 -6.409 4.768
C 4.597 -5.585 3.800
O 3.724 -5.608 2.970
C 5.576 -4.383 3.835
F 6.851 -4.734 3.976
F 5.258 -3.549 4.834
F 5.454 -3.684 2.692
H 5.256 -8.981 4.110
H 3.549 -9.473 4.154
H 4.120 -8.332 2.923
H 3.963 -7.835 5.949
H 2.858 -7.170 4.784
Cl 1.275 -7.739 6.452
K -7.495 4.279 -2.798
```

Values from the calculation:
2S+1: 1
Net charge: +1
LUMO level: -4.78 eV

Here are the natural (NBO) charges for atoms 1 to 5, given in e: -1.30 1.35 -0.60 -0.04 0.08

(2)
Computed, not measured: C18H26BF4OP2SZr as an isolated structure, with the ωB97M-V functional and the def2-TZVPD basis.

```
54
C18H26BF4OP2SZr (the ωB97M-V functional and the def2-TZVPD basis)
Zr -0.643 -1.022 -0.537
C -1.949 1.911 -2.699
P -2.547 0.531 -1.707
C -3.840 -0.320 -2.631
C -3.319 1.252 -0.211
C -3.681 0.195 0.833
P -2.234 -0.606 1.623
C -2.846 -2.099 2.428
C -1.608 0.518 2.892
H -2.791 2.574 -2.908
H -1.547 1.555 -3.648
H -1.183 2.466 -2.160
H -4.576 0.417 -2.958
H -4.331 -1.070 -2.013
H -3.417 -0.813 -3.507
H -4.211 1.805 -0.518
H -2.628 1.999 0.192
H -4.286 -0.608 0.403
H -4.287 0.632 1.632
H -3.674 -1.822 3.085
H -2.062 -2.561 3.027
H -3.201 -2.816 1.689
H -2.417 0.693 3.605
H -1.299 1.469 2.460
H -0.768 0.069 3.421
O 0.420 0.632 -0.616
S 1.977 0.828 -1.082
C 2.732 2.013 -0.111
C 2.972 1.878 1.267
C 3.638 2.892 1.912
C 4.070 4.014 1.191
C 3.838 4.137 -0.170
C 3.156 3.134 -0.841
C 2.522 -0.768 -0.537
C 1.853 -1.477 0.472
C 2.319 -2.736 0.844
C 3.422 -3.281 0.198
C 4.066 -2.573 -0.808
C 3.617 -1.311 -1.187
H 2.670 0.990 1.808
H 3.847 2.822 2.971
H 4.609 4.798 1.709
H 4.188 5.006 -0.709
H 2.968 3.213 -1.905
H 1.112 -0.998 1.128
H 1.831 -3.280 1.641
H 3.786 -4.259 0.485
H 4.921 -3.005 -1.312
H 4.113 -0.772 -1.986
F -0.619 -3.174 0.088
B -1.112 -3.422 -1.269
F -1.192 -4.629 -1.708
F -0.134 -2.486 -1.993
F -2.243 -2.532 -1.272
```

Values from the calculation:
2S+1: 1
Net charge: +3
LUMO level: -11.15 eV

Here are the natural (NBO) charges for atoms 1 to 5, given in e: 2.21 -0.94 0.87 -0.94 -0.71

(3)
Computed, not measured: C18H26BN10ORe as an isolated structure, with the ωB97M-V functional and the def2-TZVPD basis.

```
57
C18H26BN10ORe (the ωB97M-V functional and the def2-TZVPD basis)
Re 7.931 12.252 6.607
C 11.996 11.150 6.505
C 10.926 11.857 5.970
N 9.795 11.500 6.633
N 10.153 10.592 7.592
C 11.479 10.353 7.490
B 9.069 9.995 8.539
N 8.445 11.099 9.448
C 8.321 11.275 10.776
C 7.630 12.464 11.022
C 7.406 12.981 9.772
N 7.876 12.141 8.813
N 7.896 9.439 7.604
C 7.320 8.242 7.586
C 6.380 8.261 6.580
C 6.459 9.483 5.971
N 7.387 10.230 6.645
N 9.667 8.839 9.278
C 9.752 8.351 10.565
C 10.363 7.126 10.493
C 10.580 6.875 9.115
N 10.185 7.931 8.398
H 13.014 11.104 6.129
H 10.880 12.590 5.190
H 11.943 9.608 8.112
H 8.680 10.530 11.432
H 7.335 12.846 11.963
H 6.864 13.871 9.524
H 7.652 7.471 8.262
H 5.735 7.454 6.295
H 5.841 9.995 5.236
H 9.421 8.893 11.427
H 10.499 6.504 11.369
H 11.013 6.028 8.622
C 9.920 15.266 6.989
N 8.689 15.901 7.479
C 8.855 17.029 8.432
C 7.498 15.391 7.170
O 7.412 14.131 6.796
N 6.361 16.055 7.294
C 6.309 17.545 7.145
C 5.075 15.374 7.032
H 10.625 16.098 6.746
H 9.695 14.633 6.134
H 10.384 14.622 7.752
H 9.829 16.877 8.942
H 8.027 16.967 9.120
H 8.851 17.954 7.903
H 7.172 17.883 6.572
H 6.287 18.029 8.140
H 5.377 17.791 6.624
H 5.182 14.293 7.196
H 4.883 15.587 5.990
H 4.323 15.808 7.687
C 7.857 12.226 4.735
H 8.084 11.354 4.121
H 7.581 13.091 4.129
```

Values from the calculation:
Energy relative to the best compared isomer or geometry (same formula, charge and spin): 0.383 eV
2S+1: 3
Net charge: +2
LUMO level (spin up / spin down): -7.10 / -7.62 eV

Here are the natural (NBO) charges for atoms 1 to 5, given in e: 1.53 -0.30 0.02 -0.32 -0.33

(4)
Computed, not measured: C18H26Br12ClNO4P as an isolated structure, with the ωB97M-V functional and the def2-TZVPD basis.

```
63
C18H26Br12ClNO4P (the ωB97M-V functional and the def2-TZVPD basis)
C -3.323 -0.182 3.646
C -2.231 0.099 2.974
C -0.779 0.115 2.238
C -0.010 1.512 2.474
C 1.539 1.502 1.940
C 1.664 1.394 0.338
C 2.915 0.634 -0.339
C 3.365 -0.829 0.171
Cl 2.084 -1.762 1.100
C 4.780 -0.666 0.936
C 4.713 -0.810 2.542
C 2.386 0.800 -1.886
C 1.178 -0.143 -2.384
C 1.253 -0.550 -3.936
O 2.312 -0.371 -4.629
O 0.117 -1.181 -4.580
C 2.101 2.415 -1.756
N 1.704 2.684 -0.484
P 1.372 4.376 -0.020
O 2.626 4.784 1.127
O -0.155 4.560 0.740
H -4.207 -0.690 4.190
H -1.035 0.072 1.099
H -0.164 -0.824 2.467
H -0.011 1.764 3.614
H -0.648 2.336 1.979
H 2.009 2.498 2.324
H 2.061 0.661 2.519
H 0.611 0.991 0.042
H 3.742 1.431 -0.289
H 3.588 -1.451 -0.790
H 5.493 -1.498 0.550
H 5.324 0.333 0.704
H 4.023 -0.061 3.071
H 4.490 -1.890 2.893
H 5.789 -0.581 2.933
H 3.339 0.684 -2.538
H 1.218 -1.131 -1.771
H 0.142 0.326 -2.119
H -0.584 -1.223 -3.871
H 2.261 3.156 -2.630
H 2.222 5.240 1.906
H 0.006 4.903 1.668
C -5.758 2.351 6.248
Br -4.549 2.701 7.726
Br -6.153 3.962 5.241
Br -5.099 0.926 5.101
H -6.698 2.006 6.680
C 1.070 -4.752 4.020
Br 2.984 -4.469 3.855
Br 0.583 -5.371 5.793
Br 0.060 -3.175 3.505
H 0.803 -5.544 3.321
C -1.914 -2.128 -7.439
Br -1.567 -2.182 -9.347
Br -3.261 -0.803 -6.987
Br -2.364 -3.880 -6.736
H -0.988 -1.818 -6.954
C -7.184 -2.184 -6.449
Br -6.777 -3.971 -7.086
Br -8.534 -1.319 -7.542
Br -7.665 -2.180 -4.569
H -6.271 -1.596 -6.546
```

Values from the calculation:
2S+1: 1
Net charge: +1
LUMO level: -5.10 eV

Here are the natural (NBO) charges for atoms 1 to 5, given in e: -0.26 -0.05 -0.45 -0.41 -0.46

(5)
Computed, not measured: C18H26Br2Cl3N3O4RbS2 as an isolated structure, with the ωB97M-V functional and the def2-TZVPD basis.

```
59
C18H26Br2Cl3N3O4RbS2 (the ωB97M-V functional and the def2-TZVPD basis)
Rb -1.145 0.062 -0.775
Br 2.314 0.659 0.492
C 1.645 0.020 2.193
Br 1.230 1.483 3.408
H 2.424 -0.567 2.654
H 0.712 -0.542 2.021
C -0.575 7.157 3.910
C -1.518 7.565 2.773
C -2.858 7.982 3.387
C -0.919 8.800 2.081
C -1.750 6.408 1.730
O -2.421 6.938 0.598
C -2.482 5.177 2.326
C -4.012 5.069 2.202
C -4.526 4.862 0.791
C -4.014 3.853 -0.023
C -4.480 3.664 -1.312
C -5.467 4.504 -1.806
Cl -6.051 4.281 -3.432
C -5.997 5.514 -1.024
C -5.526 5.682 0.274
C -0.386 5.939 1.179
N -0.529 4.891 0.182
C -0.424 3.566 0.364
N -0.750 2.924 -0.732
C -1.006 3.940 -1.603
N -0.873 5.150 -1.099
H -0.513 7.976 4.632
H 0.440 6.964 3.558
H -0.923 6.275 4.451
H -2.717 8.882 3.991
H -3.261 7.209 4.043
H -3.596 8.213 2.613
H -0.907 9.638 2.783
H -1.509 9.082 1.211
H 0.113 8.634 1.762
H -3.322 6.605 0.541
H -2.211 5.094 3.379
H -2.085 4.278 1.853
H -4.515 5.928 2.640
H -4.308 4.200 2.795
H -3.242 3.185 0.349
H -4.083 2.867 -1.926
H -6.769 6.158 -1.423
H -5.941 6.473 0.890
H 0.236 5.536 1.975
H 0.122 6.774 0.704
H -0.128 3.111 1.300
H -1.301 3.783 -2.629
Cl -3.228 1.067 1.818
C -3.993 -0.314 1.002
Cl -4.306 0.067 -0.716
H -4.950 -0.495 1.471
H -3.339 -1.188 1.052
O -0.959 -1.211 1.429
S -0.654 -2.532 0.763
O -0.088 -2.231 -0.575
O 0.267 -3.301 1.587
S -2.433 -3.437 0.516
```

Values from the calculation:
Energy relative to the best compared isomer or geometry (same formula, charge and spin): 0.737 eV
2S+1: 1
Net charge: -1
LUMO level: 1.86 eV

Here are the natural (NBO) charges for atoms 1 to 5, given in e: 0.92 0.00 -0.51 -0.04 0.22

(6)
Computed, not measured: C18H26Br6O8 as an isolated structure, with the ωB97M-V functional and the def2-TZVPD basis.

```
58
C18H26Br6O8 (the ωB97M-V functional and the def2-TZVPD basis)
O -5.081 -5.596 -10.716
C -4.838 -5.354 -9.538
O -3.604 -5.018 -9.058
C -3.695 -4.873 -7.682
C -5.084 -4.469 -7.433
C -5.861 -5.271 -8.385
H -2.974 -4.102 -7.412
H -3.418 -5.794 -7.168
H -5.178 -3.393 -7.581
H -5.424 -4.722 -6.429
H -6.826 -4.835 -8.646
H -5.989 -6.315 -8.098
O 4.735 7.648 5.474
C 4.797 6.427 5.672
O 4.098 5.846 6.674
C 4.006 4.438 6.588
C 5.075 4.068 5.530
C 5.228 5.347 4.646
H 2.980 4.125 6.398
H 4.337 3.920 7.488
H 4.690 3.171 5.045
H 6.047 3.767 5.920
H 4.527 5.375 3.812
H 6.235 5.478 4.249
O 5.496 1.378 -8.795
C 5.169 0.752 -7.845
O 5.782 -0.406 -7.452
C 5.152 -1.181 -6.508
C 3.972 -0.274 -6.111
C 3.949 0.972 -6.985
H 5.695 -1.262 -5.566
H 4.801 -2.174 -6.789
H 3.984 -0.071 -5.041
H 3.003 -0.719 -6.338
H 3.879 1.928 -6.467
H 3.059 0.879 -7.608
O -3.995 -1.336 6.387
C -3.343 -1.686 7.392
O -3.890 -1.897 8.545
C -2.959 -2.628 9.396
C -1.599 -2.273 8.860
C -1.819 -1.862 7.487
H -3.127 -3.704 9.434
H -3.074 -2.253 10.412
H -0.968 -3.159 8.933
H -1.165 -1.511 9.506
H -1.459 -2.589 6.759
H -1.407 -0.872 7.293
C -1.301 -0.559 -0.034
Br 0.565 -0.281 0.477
Br -1.696 -2.490 0.389
Br -1.714 -0.204 -1.945
H -1.978 0.096 0.513
C -3.621 6.041 2.455
Br -1.879 6.109 1.576
Br -3.316 5.495 4.341
Br -4.924 4.833 1.521
H -4.055 7.041 2.456
```

Values from the calculation:
Energy relative to the best compared isomer or geometry (same formula, charge and spin): 3.079 eV
2S+1: 1
Net charge: 0
LUMO level: -0.57 eV

Here are the natural (NBO) charges for atoms 1 to 5, given in e: -0.56 0.78 -0.48 -0.07 -0.44

(7)
Computed, not measured: C18H26Br6O8 as an isolated structure, with the ωB97M-V functional and the def2-TZVPD basis.

```
58
C18H26Br6O8 (the ωB97M-V functional and the def2-TZVPD basis)
O -25.980 22.173 -12.259
C -26.066 22.422 -11.042
O -25.304 23.287 -10.388
C -25.753 23.687 -9.105
C -26.861 22.666 -8.900
C -27.215 21.958 -10.220
H -26.278 24.642 -9.109
H -25.034 23.618 -8.289
H -27.817 22.924 -8.446
H -26.321 21.974 -8.252
H -28.168 22.344 -10.582
H -27.281 20.875 -10.121
O -28.000 24.082 -16.645
C -26.930 24.618 -16.475
O -26.766 25.936 -16.767
C -25.440 26.447 -16.486
C -24.633 25.097 -16.407
C -25.633 24.134 -15.960
H -25.532 27.155 -15.663
H -25.069 27.029 -17.329
H -23.686 25.018 -15.874
H -24.249 24.869 -17.401
H -25.817 24.053 -14.889
H -25.464 23.107 -16.285
O -24.304 28.098 -12.522
C -23.699 27.077 -12.274
O -22.359 26.903 -12.463
C -21.969 25.467 -12.444
C -23.269 24.649 -12.520
C -24.372 25.683 -12.161
H -21.401 25.110 -11.584
H -21.484 25.145 -13.365
H -23.165 23.876 -11.758
H -23.394 24.169 -13.490
H -24.675 25.514 -11.128
H -25.237 25.666 -12.825
O -17.205 24.821 -14.402
C -17.505 25.907 -13.964
O -18.627 26.152 -13.189
C -18.854 27.527 -12.860
C -18.009 28.208 -13.843
C -16.901 27.271 -14.333
H -18.567 27.594 -11.810
H -19.885 27.831 -13.036
H -17.599 29.109 -13.388
H -18.562 28.541 -14.722
H -16.006 27.332 -13.713
H -16.915 27.308 -15.422
C -20.254 21.315 -11.446
Br -22.176 21.532 -10.854
Br -19.304 19.799 -10.496
Br -19.299 23.038 -11.073
H -20.186 21.109 -12.515
C -23.091 30.042 -15.052
Br -22.610 31.860 -14.443
Br -21.518 29.080 -15.657
Br -24.591 30.041 -16.319
H -23.461 29.582 -14.136
```

Values from the calculation:
Energy relative to the best compared isomer or geometry (same formula, charge and spin): 2.842 eV
2S+1: 1
Net charge: 0
LUMO level: -0.75 eV

Here are the natural (NBO) charges for atoms 1 to 5, given in e: -0.58 0.79 -0.49 -0.07 -0.44

(8)
Computed, not measured: C18H26CrN6SSe3Te2 as an isolated structure, with the ωB97M-V functional and the def2-TZVPD basis.

```
57
C18H26CrN6SSe3Te2 (the ωB97M-V functional and the def2-TZVPD basis)
Cr -0.651 -0.274 -1.505
C -3.754 -1.636 -5.582
C -3.458 -2.395 -4.343
N -3.906 -3.571 -4.051
N -3.401 -3.803 -2.793
C -2.564 -2.842 -2.350
S -1.563 -2.880 -1.018
N -2.661 -1.901 -3.349
N -2.021 -0.675 -3.343
H -4.512 -2.169 -6.151
H -2.857 -1.527 -6.193
H -4.113 -0.637 -5.334
H -3.421 -4.728 -2.405
H -1.610 -0.447 -4.246
H -2.686 0.051 -2.893
Se 0.520 1.408 -3.230
Te 2.618 2.724 -3.373
Te 3.800 -0.879 -3.107
Se 1.293 -1.064 -3.242
C 0.322 3.305 0.079
N -0.347 2.476 1.065
C -1.420 2.900 1.824
C -1.918 1.827 2.452
N -1.166 0.730 2.063
C -1.703 -0.617 2.143
C -0.219 1.125 1.170
Se -2.929 0.887 -0.883
H 0.280 4.340 0.416
H -0.165 3.201 -0.891
H 1.364 3.015 -0.025
H -1.751 3.923 1.811
H -2.777 1.721 3.088
H -1.606 -1.018 3.156
H -1.170 -1.244 1.436
H -2.741 -0.588 1.809
C 1.136 -1.902 1.751
C 1.731 -0.589 1.232
C 2.821 -0.997 0.222
C 0.757 0.343 0.488
C 2.353 0.236 2.362
C 3.285 1.233 2.047
C 3.818 2.063 3.019
C 3.436 1.923 4.350
C 2.516 0.943 4.682
C 1.984 0.112 3.700
H 0.625 -2.404 0.929
H 0.425 -1.783 2.567
H 1.941 -2.555 2.104
H 2.454 -1.803 -0.412
H 3.722 -1.339 0.740
H 3.094 -0.191 -0.458
H 1.361 1.030 -0.100
H 3.587 1.362 1.015
H 4.532 2.827 2.735
H 3.851 2.571 5.113
H 2.202 0.818 5.712
H 1.261 -0.638 3.995
```

Values from the calculation:
Energy relative to the best compared isomer or geometry (same formula, charge and spin): 0.000 eV
2S+1: 5
Net charge: -2
LUMO level (spin up / spin down): 4.28 / 4.25 eV

Here are the natural (NBO) charges for atoms 1 to 5, given in e: 0.61 -0.66 0.37 -0.30 -0.39